C36H64N4O18 | the ωB97M-V functional and the def2-TZVPD basis

Results
SMILES string	C[C@H]1COC(=O)O1.C[C@H]1COC(=O)O1.COC(=O)OC.COC(=O)OC.COC(=O)OC.COC(=O)OC.CCCC#N.CCCC#N.CCCC#N.CCCC#N
LUMO energy	0.216	eV
HOMO level	-10.24	eV
net charge	0
energy above the lowest of the compared OMol25 structures with the same formula, charge and spin	0.000	eV

CARTESIAN COORDINATES (ANGSTROEM)
1 C 0.67167 4.10448 -3.09441
2 C 1.77267 3.13048 -3.21041
3 C 1.52767 1.87448 -4.12341
4 O 2.88867 1.80348 -4.58841
5 C 3.58567 2.89348 -4.39341
6 O 4.70867 3.10548 -4.81141
7 O 2.92967 3.77348 -3.65341
8 H -0.33833 3.68848 -2.87541
9 H 0.56767 4.54048 -4.09141
10 H 0.87567 5.00848 -2.56541
11 H 1.91867 2.73348 -2.16341
12 H 0.86067 2.07848 -5.00241
13 H 1.26167 1.03848 -3.53341
14 C 1.53667 5.32948 2.73859
15 C 0.12267 4.69748 2.69159
16 C -0.28933 4.21648 1.29159
17 O -1.15133 3.13448 1.49159
18 C -0.98033 2.71048 2.76659
19 O -1.55333 1.70048 3.15859
20 O -0.20633 3.54248 3.44559
21 H 1.78367 6.00148 3.54159
22 H 1.65867 6.05548 1.85159
23 H 2.33367 4.53648 2.56259
24 H -0.52733 5.45548 2.97459
25 H 0.62967 3.92048 0.75959
26 H -0.79033 5.11248 0.88059
27 C -7.38933 1.42548 -2.32141
28 O -6.36333 2.39548 -2.39441
29 C -5.30633 2.17348 -1.62241
30 O -5.40533 1.32548 -0.46641
31 O -4.20033 2.75748 -1.96541
32 C -3.05933 2.57248 -1.17141
33 H -7.74333 1.28548 -1.28341
34 H -7.05033 0.49748 -2.74941
35 H -8.25733 1.84648 -2.82541
36 H -2.27033 3.28848 -1.47841
37 H -2.69533 1.51348 -1.11741
38 H -3.43033 2.74548 -0.08841
39 C 2.30467 1.91348 2.54159
40 O 3.55067 1.52448 1.94159
41 C 3.62667 1.41748 0.65359
42 O 2.68067 1.99248 -0.16741
43 O 4.61867 0.70248 0.21059
44 C 4.71367 0.32548 -1.17341
45 H 1.58067 2.35648 1.89359
46 H 2.54967 2.32548 3.60359
47 H 1.81067 1.02348 2.84559
48 H 5.66467 -0.23352 -1.22341
49 H 4.58467 1.20848 -1.82141
50 H 3.87467 -0.34652 -1.40241
51 C -0.16233 0.29948 0.07459
52 O -0.16833 -1.08752 -0.32041
53 C 0.83767 -1.53652 -1.08441
54 O 1.65867 -0.64252 -1.78641
55 O 0.93067 -2.87652 -1.22341
56 C 2.10367 -3.44852 -1.78041
57 H -1.02033 0.40348 0.67459
58 H -0.20633 0.96348 -0.79141
59 H 0.76667 0.44648 0.67859
60 H 2.25367 -4.23352 -1.07941
61 H 3.07067 -2.88152 -1.79541
62 H 1.75067 -3.70452 -2.82141
63 C 2.49167 -2.18252 2.12859
64 O 1.10867 -1.72252 2.22359
65 C 0.16567 -2.52752 2.83659
66 O 0.49867 -3.71052 3.53059
67 O -1.02633 -2.15952 2.64859
68 C -2.00733 -2.69852 3.52259
69 H 2.51567 -3.03352 1.39859
70 H 2.93767 -2.52752 3.06759
71 H 3.12867 -1.39552 1.85759
72 H -1.87733 -2.44352 4.50459
73 H -2.01233 -3.82252 3.40559
74 H -3.01333 -2.27552 3.39259
75 C -3.88133 -0.71452 1.61059
76 C -4.15933 0.31948 2.69559
77 C -5.65833 0.51548 2.99659
78 C -5.88033 -0.56452 3.95759
79 N -6.08133 -1.42252 4.72559
80 H -2.74733 -0.88352 1.57159
81 H -4.19433 -0.53552 0.62159
82 H -4.27833 -1.68152 1.65759
83 H -3.80233 1.34248 2.35659
84 H -3.58433 0.21748 3.58459
85 H -6.34133 0.34948 2.12959
86 H -5.94133 1.49848 3.36459
87 C -0.64433 -5.39052 0.61359
88 C -1.93833 -5.18452 -0.17741
89 C -2.45733 -3.69152 -0.00441
90 C -3.73333 -3.52552 -0.79641
91 N -4.77233 -3.40052 -1.35241
92 H -0.74733 -5.43952 1.72659
93 H 0.11667 -4.65352 0.44359
94 H -0.09233 -6.42852 0.39859
95 H -2.72233 -5.89352 0.12259
96 H -1.73033 -5.47952 -1.20641
97 H -1.73733 -2.98052 -0.31941
98 H -2.51133 -3.50952 1.03059
99 C 9.07967 -1.90052 1.08159
100 C 7.91867 -1.93452 2.06059
101 C 6.65167 -1.37552 1.36659
102 C 6.13267 -2.07652 0.20359
103 N 5.69167 -2.66052 -0.70141
104 H 9.99267 -2.18952 1.52059
105 H 9.18067 -0.90152 0.71259
106 H 8.94867 -2.57052 0.27859
107 H 8.20067 -1.29752 2.98159
108 H 7.81667 -2.96652 2.34659
109 H 6.79667 -0.37952 0.85759
110 H 5.92167 -1.31352 2.11159
111 C -3.96633 -0.91652 -3.09041
112 C -2.52433 -1.11252 -2.81941
113 C -1.67233 -0.54052 -3.88241
114 C -1.77933 0.89548 -3.99941
115 N -1.88733 2.07948 -4.11541
116 H -4.50733 -0.83252 -2.18741
117 H -4.21133 -1.75252 -3.73541
118 H -4.15833 0.01048 -3.56541
119 H -2.35833 -2.18352 -2.65441
120 H -2.23733 -0.66052 -1.88641
121 H -1.70733 -0.89952 -4.86141
122 H -0.71433 -0.80952 -3.50241